The following is a DFT calculation (ωB97M-V/def2-TZVPD) of a 2-piece molecular cluster, C4H7ClP overall.

## Properties
Frontier orbital gap (spin up / spin down)   10.8 / 3.2 eV
Electronic energy   -26059.8515 eV
Total charge   +1
Relative energy (zero: lowest compared OMol25 entry of this formula, charge and spin)   106.63 kcal per mole

Structure (XYZ):
```
13
Properties=species:S:1:pos:R:3:lowdin_charge:R:1
C 1.04526 0.74591 0.34081 -0.16
C 1.40372 -0.28931 -0.37346 -0.39
C 2.15143 -1.50694 -0.66974 -0.04
C -3.25002 0.78620 1.38650 0.15
P -0.11068 0.66208 -1.14026 0.73
Cl 0.88094 1.91114 -2.41564 0.32
H 0.90277 1.17097 1.33577 0.12
H 1.47785 -2.36219 -1.03238 0.13
H 2.50920 -1.90049 0.23676 0.08
H 2.90597 -1.37989 -1.54095 0.15
H -2.32447 0.47154 1.13644 -0.10
H -3.87394 0.41118 2.18427 0.01
H -3.71803 1.27979 0.55189 0.00
```